No. 1
Below is a molecular structure, C50H49FN12O10Sn, with properties calculated with ωB97M-V/def2-TZVPD.

E, Eh: -3658.34110
Largest force on an atom, hartree/bohr: 0.0297
Frontier orbital gap, eV: 5.23
Highest occupied orbital energy, eV: -7.2
Net charge: 0

XYZ file:
```
123
Properties=species:S:1:pos:R:3:forces:R:3
Sn 0.085200 0.054000 -0.215000 -0.5 0.3 0.2
C -0.743400 -1.552800 -4.420200 0.1 0.0 0.1
C -0.380600 -1.890900 -3.123300 0.1 -0.2 -0.4
N -1.175600 -1.629700 -2.106000 -0.1 0.1 0.2
C -2.326500 -1.005300 -2.342500 0.2 -0.2 -0.7
C -2.639400 -0.592200 -3.641700 -0.1 0.0 0.4
N -1.853300 -0.871500 -4.665100 -0.1 0.0 -0.3
C -3.160300 -0.782600 -1.153500 -0.6 0.1 0.3
C -4.525700 -0.516900 -1.203000 0.1 -0.3 0.4
C -5.218700 -0.352700 -0.004300 0.5 -0.2 -0.2
C -4.503200 -0.402400 1.191500 0.2 0.1 -0.2
C -3.130100 -0.613000 1.135300 -0.5 0.1 -0.2
N -2.499000 -0.831600 -0.009100 0.2 0.3 0.0
C -2.269700 -0.691500 2.324600 0.3 -0.1 0.6
C -2.520300 -0.053400 3.543700 -0.1 -0.1 -0.4
N -1.762800 -0.261800 4.603700 0.0 0.1 0.4
C -0.710900 -1.051200 4.454300 0.1 0.0 -0.1
C -0.390600 -1.601100 3.221200 0.0 0.0 0.4
N -1.178700 -1.440000 2.179300 -0.1 0.1 -0.3
C -6.671000 -0.139600 -0.003300 -0.5 0.1 0.0
C -7.492700 -0.700800 -0.981100 0.1 0.1 0.1
C -8.854700 -0.457300 -0.934800 0.1 -0.1 -0.2
N -9.435900 0.274100 0.001000 -0.5 0.1 0.0
C -8.662000 0.807600 0.931300 0.2 0.1 0.2
C -7.288700 0.637700 0.976000 0.0 -0.1 -0.2
H -0.139400 -1.816200 -5.277700 0.2 0.0 0.0
H 0.544300 -2.388100 -2.875100 0.2 -0.1 -0.1
H -3.508800 0.009100 -3.869100 -0.2 0.0 0.1
H -5.031800 -0.423600 -2.151800 0.0 0.0 0.0
H -5.004600 -0.299000 2.143800 0.0 0.0 0.0
H -3.325100 0.655600 3.672700 -0.2 0.0 -0.1
H -0.110800 -1.227900 5.337400 0.1 -0.1 0.0
H 0.494200 -2.203300 3.065500 0.1 0.0 0.0
H -7.083600 -1.327200 -1.757600 0.1 -0.1 -0.1
H -9.525600 -0.865900 -1.680300 0.1 -0.1 -0.1
H -9.175600 1.401100 1.678500 0.1 0.1 0.1
H -6.704100 1.120100 1.742600 0.0 0.1 0.1
C 6.502100 -2.366100 4.214500 -0.2 -0.1 0.1
C 5.152900 -2.924800 4.663300 0.4 0.0 0.1
N 4.077700 -2.199100 4.014300 -0.3 -0.3 -0.1
C 3.637800 -2.655500 2.794500 -0.1 0.2 -0.1
C 2.947000 -1.915100 1.907400 -0.3 0.0 -0.7
C 2.564100 -2.382200 0.488900 0.5 0.0 0.9
O 3.505700 -2.812500 -0.191000 0.6 -0.4 -0.4
O 1.390900 -2.196700 0.146500 -0.8 0.1 -0.1
C 2.712200 -0.518100 2.168800 0.3 -0.1 0.3
O 2.423300 0.313700 1.311900 -0.1 0.0 0.0
C 2.930300 -0.135600 3.568500 0.1 0.0 0.3
C 2.441600 1.085200 4.016400 0.0 0.0 0.2
C 2.735000 1.535400 5.277000 0.1 -0.1 -0.2
F 2.289700 2.752500 5.662700 0.0 0.0 0.0
C 3.542800 0.789200 6.138800 -0.1 -0.1 -0.3
C 3.990500 -0.452400 5.712900 0.0 0.0 0.0
C 3.681300 -0.954800 4.439400 -0.2 0.6 0.0
N 3.966100 1.251100 7.420800 0.0 0.1 0.0
C 3.181600 2.286000 8.062700 0.0 -0.1 0.3
C 3.535000 2.308600 9.546700 -0.9 -0.1 -0.3
N 4.990100 2.602300 9.675800 0.1 0.3 0.3
C 5.793800 1.565200 8.976500 0.5 -0.5 -0.7
C 5.379700 1.550100 7.507300 0.0 -0.1 0.2
H 7.320000 -2.905800 4.683500 0.1 0.0 0.1
H 6.578100 -1.311100 4.469400 0.1 0.1 0.0
H 6.591400 -2.460600 3.135600 0.1 0.0 -0.1
H 5.054400 -2.871100 5.749900 -0.1 -0.1 -0.1
H 5.077700 -3.976800 4.381300 -0.1 0.1 0.0
H 3.907500 -3.674400 2.556300 0.1 -0.1 0.0
H 1.827500 1.686300 3.368700 -0.1 0.1 0.0
H 4.591000 -1.026000 6.401500 0.0 -0.1 0.1
H 2.121500 2.059600 7.947800 0.1 0.1 0.1
H 3.358300 3.288500 7.640200 0.0 -0.1 0.0
H 3.338300 1.335700 9.996800 0.1 0.1 0.1
H 2.961400 3.076200 10.067300 0.2 0.0 0.0
H 5.263700 2.678500 10.660600 0.0 0.1 -0.2
H 5.167900 3.507400 9.219200 0.0 -0.1 0.2
H 5.576500 0.598700 9.433600 0.0 0.2 0.1
H 6.855700 1.791300 9.082400 -0.1 0.1 0.1
H 5.941300 0.778800 6.981000 0.1 0.1 0.1
H 5.629500 2.524000 7.046500 0.0 0.0 0.0
C 0.166400 4.583200 0.580100 0.2 -0.3 0.0
C 1.014500 3.386200 1.006400 -0.2 0.3 0.7
C 2.309500 3.852800 1.679800 -0.2 0.0 -0.1
O 1.302600 2.625900 -0.155400 -0.1 -0.2 -0.3
C 0.198300 2.572900 2.070100 0.3 0.3 -0.4
O 0.052000 3.092200 3.174800 0.0 0.3 0.4
O -0.210900 1.423800 1.747200 -0.3 -0.9 -0.6
H 0.726000 5.205800 -0.117200 0.0 0.0 -0.1
H -0.106400 5.173300 1.450300 0.0 0.0 0.1
H -0.744500 4.228100 0.106500 -0.2 0.0 -0.1
H 2.840000 4.575900 1.062600 0.0 0.0 -0.1
H 2.962600 3.001000 1.868500 0.1 -0.1 0.0
H 2.056500 4.309100 2.633700 0.0 0.0 0.0
H 1.989600 1.990400 0.078600 0.3 0.0 0.0
C 5.028900 -1.740400 -3.519800 0.0 -0.1 0.1
C 3.859100 -0.843400 -3.328300 -0.1 0.1 -0.1
C 3.302800 0.134100 -4.131000 0.1 -0.2 0.2
C 2.229000 0.651000 -3.390800 0.2 -0.1 0.0
N 2.142500 0.031300 -2.220500 -0.5 0.3 0.2
N 3.132500 -0.866900 -2.198800 0.3 -0.1 -0.3
C 1.274100 1.721600 -3.767000 -0.1 -0.1 0.2
H 5.440200 -1.632900 -4.520600 0.0 0.0 0.0
H 4.735600 -2.776500 -3.360900 0.1 -0.1 0.0
H 5.803700 -1.506400 -2.789600 0.1 0.0 0.0
H 3.614100 0.433900 -5.111500 0.1 0.0 -0.2
H 3.225900 -1.552500 -1.446900 0.0 0.0 0.0
H 1.739700 2.464900 -4.410600 0.0 0.1 0.0
H 0.903900 2.178100 -2.854500 -0.1 0.2 0.0
H 0.417300 1.301300 -4.293300 -0.1 0.0 -0.1
O -3.523700 1.990500 -1.360300 -0.5 0.1 0.1
C -2.417600 2.081200 -1.877200 -0.2 0.7 -0.6
O -1.373500 1.438400 -1.593500 1.1 -0.3 0.5
C -2.229200 3.069800 -3.028300 0.1 0.0 0.1
C -1.127300 3.916100 -3.004000 -0.1 0.0 0.0
C -0.903600 4.826100 -4.023300 0.0 -0.1 0.0
C -1.770600 4.883600 -5.095500 -0.2 0.0 -0.2
C -2.874400 4.036800 -5.122900 1.0 0.0 1.1
C -3.118000 3.138300 -4.089200 -0.1 0.1 -0.1
N -3.778500 4.131100 -6.230000 -0.6 0.1 -0.7
O -3.533100 4.944400 -7.102600 0.0 0.1 -0.1
O -4.751200 3.403800 -6.240200 -0.2 -0.2 0.0
H -0.449500 3.846000 -2.169600 0.2 0.0 0.1
H -0.045700 5.482000 -3.986900 0.0 0.0 0.0
H -1.618000 5.575800 -5.907400 0.0 0.0 -0.1
H -3.985800 2.499700 -4.116500 -0.1 0.0 0.0
```
Positions in Å, forces in eV/Å.

---

No. 2
Below is a molecular structure, C50H50F6HfN5P3S2Te, with properties calculated with ωB97M-V/def2-TZVPD.

<S²>: 0.765
E, Eh: -4944.25468
Largest force on an atom, hartree/bohr: 0.0383
Frontier orbital gap (spin up / spin down), eV: 5.53 / 4.55
Highest occupied orbital energy (spin up / spin down), eV: -14.2 / -14.2
Net charge: +3
Multiplicity: 2

XYZ file:
```
118
Properties=species:S:1:pos:R:3:forces:R:3
Hf -0.190382 0.102666 -1.899210 -0.7 0.3 0.7
C -2.528644 2.203281 -0.670289 -0.5 -0.2 0.3
N -1.189982 2.312302 -1.285313 0.5 -0.8 -0.4
C -0.277355 3.097117 -0.429315 0.3 0.3 0.6
C 1.174510 2.700739 -0.495481 -0.3 0.3 0.0
C 2.119649 3.601463 -0.015557 0.0 -0.2 -0.1
C 3.451082 3.230572 0.042782 -0.3 -0.2 -0.1
C 3.798430 1.974216 -0.433745 -0.4 -0.1 0.2
C 2.811122 1.146320 -0.928555 0.3 -0.1 0.1
N 1.500990 1.470485 -0.929023 -0.4 -0.2 0.0
C -1.327066 2.999222 -2.582877 0.2 0.3 -0.6
C -1.875916 2.116597 -3.670803 -0.2 0.3 0.0
C -2.522174 2.684545 -4.758662 0.1 -0.2 0.1
C -2.970594 1.868580 -5.785974 0.1 -0.2 0.2
C -2.795369 0.495194 -5.661743 0.0 0.2 0.2
C -2.139113 0.008143 -4.548712 -0.1 -0.4 -0.2
N -1.648993 0.792326 -3.572624 0.3 0.3 -0.3
C -3.203052 0.861475 -0.800150 -0.2 0.2 -0.1
C -4.520621 0.781972 -0.363078 0.3 -0.1 -0.2
C -5.183498 -0.429393 -0.412317 0.3 0.0 -0.2
C -4.507939 -1.516274 -0.950170 0.0 0.2 0.0
C -3.203929 -1.353168 -1.378055 -0.1 -0.3 -0.1
N -2.531068 -0.191716 -1.287928 0.2 0.1 0.1
H -2.464997 2.417078 0.401237 0.1 0.1 -0.2
H -3.202731 2.957747 -1.095343 0.2 0.0 0.1
H -0.360517 4.170212 -0.647075 -0.1 -0.2 0.0
H -0.558189 2.962747 0.624727 -0.1 0.1 -0.3
H 1.804261 4.575349 0.322923 -0.1 0.1 0.0
H 4.205609 3.901689 0.420249 0.0 0.1 0.1
H 4.825511 1.651864 -0.441246 0.1 -0.1 -0.1
H 3.090909 0.199919 -1.367936 -0.1 -0.1 0.0
H -1.960442 3.889762 -2.479637 0.1 -0.1 0.0
H -0.335449 3.343831 -2.913942 -0.2 0.1 0.3
H -2.641394 3.755817 -4.809338 -0.1 0.1 0.0
H -3.446418 2.292666 -6.656099 -0.1 0.0 -0.1
H -3.156751 -0.187878 -6.415798 0.0 -0.1 0.0
H -1.986786 -1.056452 -4.440029 0.0 0.0 0.0
H -5.005596 1.662522 0.027289 -0.1 0.1 0.0
H -6.194786 -0.514756 -0.048726 -0.1 -0.1 0.0
H -4.983737 -2.478821 -1.024252 0.0 -0.2 -0.1
H -2.685848 -2.194900 -1.812337 0.1 0.0 0.1
C 5.063122 0.851683 3.511017 -0.4 -0.2 0.2
S 3.385338 1.011530 4.171602 -0.1 -0.1 0.0
C 2.704556 -0.627775 3.723397 0.4 0.5 0.0
C 1.197735 -0.665784 3.959166 0.1 0.0 -0.1
C 0.424567 -1.537604 2.962566 0.3 -0.2 0.7
N 0.038104 -0.853234 1.715846 -0.8 0.2 -1.2
P -1.329136 0.252115 1.654207 0.9 -0.2 1.6
C -0.773340 1.760433 2.549238 -0.1 0.0 -0.4
C 0.547064 2.203461 2.574634 -0.3 -0.1 0.0
C 0.876284 3.369185 3.245679 -0.1 0.1 0.0
C -0.112691 4.116294 3.868165 0.0 0.0 0.0
C -1.438794 3.711930 3.794027 -0.1 0.1 -0.1
C -1.774093 2.552335 3.118199 0.1 -0.1 0.0
C -2.416015 -0.414499 2.987373 -0.2 0.1 -0.5
C -3.452089 -1.272942 2.628469 0.0 0.2 0.0
C -4.225972 -1.890912 3.596206 0.0 -0.1 0.0
C -3.972622 -1.654913 4.939007 -0.1 0.0 -0.1
C -2.969733 -0.772111 5.308169 0.1 0.0 0.0
C -2.197476 -0.154400 4.340951 0.0 0.0 0.0
P 0.041833 -1.724408 0.218632 0.6 -0.9 1.6
C -1.081453 -3.202059 0.342120 0.0 0.5 -0.3
C -1.758244 -3.506991 1.520536 0.2 0.2 0.0
C -2.560130 -4.633414 1.616118 0.0 -0.1 0.0
C -2.690304 -5.497812 0.543989 0.0 0.1 0.1
C -2.014619 -5.215426 -0.631098 0.0 0.0 -0.1
C -1.233428 -4.078857 -0.738220 0.1 0.0 0.0
C 1.682706 -2.522723 0.334106 -0.1 0.4 -0.3
C 1.895786 -3.893356 0.246321 -0.1 0.1 0.0
C 3.182634 -4.393707 0.348887 0.0 -0.1 0.0
C 4.258739 -3.537886 0.519304 0.0 0.0 0.0
C 4.051388 -2.169073 0.601375 0.0 0.0 -0.1
C 2.767019 -1.666106 0.516646 -0.2 -0.1 -0.1
H 5.596062 1.763864 3.759364 0.1 0.0 0.0
H 5.014565 0.731842 2.432141 0.1 0.0 -0.2
H 5.559121 0.001512 3.967585 0.2 0.0 0.0
H 3.219027 -1.378903 4.319942 0.0 -0.1 -0.1
H 2.946226 -0.796751 2.677259 0.0 0.0 0.1
H 0.805484 0.348177 3.929368 -0.1 -0.1 0.2
H 0.998165 -1.050875 4.959609 0.0 0.0 0.0
H -0.466468 -1.884427 3.489957 0.1 -0.1 -0.2
H 1.021290 -2.414270 2.696718 -0.1 0.0 0.1
H 1.321680 1.612329 2.104170 0.1 -0.1 0.1
H 1.907126 3.683481 3.303225 0.1 0.0 0.0
H 0.143843 5.008410 4.418665 0.0 0.1 0.0
H -2.212768 4.289785 4.275386 0.0 0.1 0.0
H -2.806465 2.222870 3.081105 0.0 0.1 0.1
H -3.633669 -1.475813 1.582727 0.0 0.0 0.0
H -5.016274 -2.564249 3.300176 -0.1 -0.1 0.0
H -4.553888 -2.150472 5.699709 -0.1 0.0 0.1
H -2.779739 -0.563268 6.351568 0.0 0.0 0.0
H -1.421535 0.527369 4.649364 0.1 0.0 0.1
H -1.667108 -2.877843 2.386877 0.0 0.0 0.0
H -3.080288 -4.834885 2.539837 0.0 0.0 0.1
H -3.291292 -6.389000 0.631741 -0.1 -0.1 0.0
H -2.080822 -5.883477 -1.474024 0.0 -0.1 -0.1
H -0.717401 -3.917480 -1.665686 0.0 0.0 -0.1
H 1.066517 -4.566049 0.091131 0.0 -0.1 0.1
H 3.337711 -5.459231 0.293570 0.1 -0.1 0.0
H 5.256774 -3.937947 0.593282 0.1 -0.1 0.0
H 4.892874 -1.504813 0.732165 0.1 0.1 0.1
H 2.576628 -0.604224 0.622251 0.1 -0.1 0.1
Te 1.249373 1.651035 -4.242296 1.1 0.6 -1.4
C 3.228245 2.228188 -4.592964 -0.5 -0.3 1.3
C 3.750241 2.487905 -5.842146 -0.3 0.0 -0.2
C 5.083015 2.914565 -5.810000 0.1 0.0 -0.1
C 5.591212 2.982054 -4.542983 -0.5 -0.2 0.2
S 4.439167 2.521136 -3.370810 -0.1 0.0 -0.5
H 3.176817 2.363433 -6.743191 -0.1 0.0 -0.2
H 5.653261 3.169669 -6.683666 0.1 0.0 -0.2
H 6.571292 3.283440 -4.227085 0.2 0.1 0.0
F -0.576997 -1.892324 -2.703385 0.0 0.4 0.2
P 0.938685 -2.388036 -3.632304 -0.1 0.5 0.3
F 0.445811 -1.133442 -4.513322 0.4 -0.4 -0.3
F 0.074019 -3.391592 -4.422539 0.1 -0.1 -0.1
F 1.243556 -3.351431 -2.446192 0.0 -0.1 -0.4
F 1.603236 -1.121466 -2.551010 -0.6 0.3 0.0
F 2.294211 -2.506828 -4.339787 0.0 -0.1 -0.1
```
Positions in Å, forces in eV/Å.

---

> What is the formula in the first record?

C50H49FN12O10Sn

---

> largest force on an atom of number 1 (C50H49FN12O10Sn)?

0.0297 hartree/bohr